# 1
12
Properties=species:S:1:pos:R:3 method="wB97M-V/def2-TZVPD" molar_mass_g_mol=170.13 charge=+1 total_energy_ev=-32845.7836 spin_multiplicity=2 de_lowest_kj_mol=10.4 s2=0.750
C -3.3276 1.1492 0.0839
O -3.9968 1.9403 -0.4141
O -2.6474 0.3457 0.5848
O -0.0861 -1.1021 1.5517
C 0.8752 -0.6995 0.9352
O 0.7654 -0.3794 -0.3434
Ca -2.1716 -1.8526 1.4214
H 1.8739 -0.5593 1.3773
O 2.7151 -1.1587 -1.8568
C 2.0037 -0.3555 -1.3587
C 2.1561 0.8796 -0.7318
H 1.8401 1.7924 -1.2494


# 2
8
Properties=species:S:1:pos:R:3 method="wB97M-V/def2-TZVPD" molar_mass_g_mol=120.97 total_energy_ev=-29222.6401 spin_multiplicity=1 de_lowest_kj_mol=1.1
C -0.6180 2.5271 0.0123
C -0.4407 1.3466 -0.0432
C -0.4401 -0.0616 -0.0047
Cl -1.9777 -0.8883 -0.0192
C 0.6599 -0.8030 0.1154
Cl 2.2804 -0.2728 -0.0301
H -0.6510 3.5702 0.1770
H 0.5381 -1.8875 0.1829


# 3
15
Properties=species:S:1:pos:R:3 method="wB97M-V/def2-TZVPD" molar_mass_g_mol=245.04 smiles="O=[N+]([O-])c1csc([N+](=O)[O-])c1Cl.Cl" total_energy_ev=-51224.1852 spin_multiplicity=1 de_lowest_kj_mol=0.0
O 2.7855 -0.5479 1.5198
N 2.6134 0.2312 0.6482
O 3.4535 1.0001 0.2715
C 1.3605 0.2681 -0.0320
C 0.9754 1.3158 -0.8578
S -0.5772 1.0977 -1.5434
C -0.7290 -0.4430 -0.7071
N -2.0404 -1.1140 -0.8733
O -2.3316 -2.0633 -0.1856
O -2.7240 -0.5920 -1.7071
C 0.3493 -0.7193 0.0859
Cl 0.4493 -2.1266 0.9789
H 1.6254 2.0742 -1.1205
Cl -2.2299 0.4482 2.1396
H -2.9801 1.1707 1.3828


# 4
10
Properties=species:S:1:pos:R:3 method="wB97M-V/def2-TZVPD" molar_mass_g_mol=169.03 total_energy_ev=-42104.2640 spin_multiplicity=1 de_lowest_kj_mol=268.7
C 0.0798 -1.2144 -1.1222
C -0.9548 -0.8604 -0.1880
C 2.2057 1.4804 0.4921
C -1.3274 0.4248 -0.1400
O 1.9593 0.8295 -0.4152
S 2.5144 2.1509 1.8499
Cl -0.0641 -2.8107 -1.5862
Cl -1.7030 -2.0373 0.9435
H -0.7106 1.1760 -0.5227
H -1.9994 0.8612 0.6888


# 5
10
Properties=species:S:1:pos:R:3 method="wB97M-V/def2-TZVPD" molar_mass_g_mol=169.03 smiles=Sc1occ(Cl)c1Cl total_energy_ev=-42107.0492 spin_multiplicity=1 de_lowest_kj_mol=0.0
S 2.5695 0.6420 -0.0032
C 0.8767 0.1949 -0.0046
O 0.5250 -1.1087 -0.0044
C -0.8318 -1.1742 -0.0032
C -1.3411 0.0711 -0.0011
Cl -3.0075 0.5017 -0.0041
C -0.2365 0.9749 0.0024
Cl -0.2935 2.6855 -0.0020
H 2.9996 -0.6328 0.0010
H -1.2605 -2.1545 0.0194


# 6
9
Properties=species:S:1:pos:R:3 method="wB97M-V/def2-TZVPD" molar_mass_g_mol=136.58 total_energy_ev=-30251.4028 spin_multiplicity=1 de_lowest_kj_mol=352.7
C 0.3322 -0.3399 1.2243
C 0.1905 0.0734 -1.3632
C 1.0630 -1.3413 0.7643
C 1.0208 -0.9449 -1.3658
F 1.8760 -2.1062 1.5181
S -0.6262 0.5872 0.1116
Cl 2.1535 -1.7536 -2.2915
H 0.1782 -0.0660 2.3352
H -0.1685 0.5239 -2.3418


# 7
11
Properties=species:S:1:pos:R:3 method="wB97M-V/def2-TZVPD" molar_mass_g_mol=143.53 total_energy_ev=-23213.2904 spin_multiplicity=1 de_lowest_kj_mol=463.3
C 3.4466 1.6733 0.7629
C 1.0874 0.4597 -0.9330
C 0.9763 -0.4633 0.3304
C 1.5775 -1.6182 0.2522
N 4.2145 1.3569 1.5473
N 1.8060 1.4595 -0.7988
N 2.6453 2.1295 -0.1438
O 0.4040 0.0785 1.3976
Cl 2.3608 -2.6155 -0.7813
H 0.5212 0.3491 -1.8259
H 1.0865 -0.2506 2.1149


# 8
9
Properties=species:S:1:pos:R:3 method="wB97M-V/def2-TZVPD" molar_mass_g_mol=234.02 charge=+2 total_energy_ev=-27578.8689 spin_multiplicity=8 de_lowest_kj_mol=438.8 s2=15.758
H -1.0956 -2.2192 -0.4499
C -0.4104 -1.4916 -0.0299
C -0.2510 -0.1799 0.2097
O 0.8273 -1.8311 0.4620
O 1.0375 -0.4509 0.7994
Eu 3.5110 0.5166 0.4149
C -1.2141 1.9222 -0.4980
C -0.8923 1.0792 0.3213
H -1.5123 2.6547 -1.2296


# 9
11
Properties=species:S:1:pos:R:3 method="wB97M-V/def2-TZVPD" molar_mass_g_mol=357.86 smiles="F[C@]1(I)C=C[C@@](F)(I)O1" total_energy_ev=-27862.5822 spin_multiplicity=1 de_lowest_kj_mol=58.3
F 1.9776 0.1714 1.1625
C 0.5031 0.1748 1.0400
I 0.0233 0.2513 3.1027
C 0.0344 -1.0397 0.3729
C -0.4066 -0.7163 -0.8317
C -0.2348 0.7663 -1.0217
F 0.6635 1.1056 -1.9475
I -2.1503 1.6569 -1.4022
O 0.1678 1.1435 0.1806
H 0.1816 -2.0103 0.8296
H -0.7595 -1.5036 -1.4852


# 10
9
Properties=species:S:1:pos:R:3 method="wB97M-V/def2-TZVPD" molar_mass_g_mol=104.05 total_energy_ev=-11655.2499 spin_multiplicity=1 de_lowest_kj_mol=607.3
C 1.5054 -1.9182 -0.0496
C 0.8332 -0.8877 0.0536
C 0.3793 0.5164 -0.2994
C -0.1692 -0.0632 0.9222
O -0.7219 0.8490 -1.7217
F -1.4144 -0.5326 0.7998
F 0.0771 0.2410 2.1920
H 1.0281 1.4041 -0.5388
H -1.5176 0.3912 -1.3580


# 11
9
Properties=species:S:1:pos:R:3 method="wB97M-V/def2-TZVPD" molar_mass_g_mol=104.05 total_energy_ev=-11654.4713 spin_multiplicity=1 de_lowest_kj_mol=682.4
C -1.3745 -2.3965 0.6422
C -0.5222 -1.5844 0.3922
C 0.3024 -0.2905 -0.1482
C 1.7263 -0.2569 0.0653
O -0.5171 0.8153 0.0562
F 2.2782 0.1005 1.1495
F 2.5559 -1.0288 -0.6674
H 0.1029 -0.5652 -1.1450
H -0.6607 0.8976 1.0860


# 12
10
Properties=species:S:1:pos:R:3 method="wB97M-V/def2-TZVPD" molar_mass_g_mol=136.12 smiles=Fc1cc(F)c(S)o1 total_energy_ev=-22496.5337 spin_multiplicity=1 de_lowest_kj_mol=0.0
F -2.6219 -1.1222 0.0082
C -1.4590 -0.5383 0.0079
C -1.1234 0.7857 0.0061
C 0.3144 0.7719 -0.0155
F 1.1342 1.8204 -0.0221
C 0.7254 -0.5348 -0.0127
S 2.2791 -1.3178 -0.0168
O -0.3816 -1.3321 -0.0576
H -1.8101 1.6052 -0.1268
H 2.9428 -0.1381 0.2291


# 13
10
Properties=species:S:1:pos:R:3 method="wB97M-V/def2-TZVPD" molar_mass_g_mol=126.05 total_energy_ev=-15043.4050 spin_multiplicity=1 de_lowest_kj_mol=449.2
C -1.5143 0.2284 -0.8236
C -0.5310 0.0711 -0.1936
C 1.5584 -0.9529 0.9097
C 1.6419 -2.1185 0.0576
F 1.1692 -1.2143 2.1630
F 1.7971 -1.6649 -1.2106
F 2.6769 -3.0034 0.2025
F 0.5761 -2.8740 -0.0513
H -2.4982 0.6009 -1.2529
H 2.0032 0.0227 0.9165


# 14
13
Properties=species:S:1:pos:R:3 method="wB97M-V/def2-TZVPD" molar_mass_g_mol=164.30 charge=+2 total_energy_ev=-20718.8520 spin_multiplicity=1 de_lowest_kj_mol=188.7
O 1.2922 0.6658 -4.4709
C 1.8228 0.8244 -5.4894
O 2.3648 0.9566 -6.5051
O -1.0777 0.2582 3.0346
C -1.3156 -1.0058 2.9160
C -0.6742 0.8603 1.7630
O -1.2000 -1.3403 1.6319
C -0.4194 -0.3499 0.8968
Li 0.4254 -2.6816 3.0035
H 0.2188 1.4708 1.9291
H -1.5134 1.4655 1.4038
F 0.9247 -0.7738 1.0948
Mg -0.8484 -0.3502 -1.2081


# 15
8
Properties=species:S:1:pos:R:3 method="wB97M-V/def2-TZVPD" molar_mass_g_mol=266.65 total_energy_ev=-10394.6832 spin_multiplicity=3 de_lowest_kj_mol=103.0 s2=2.049
C 0.0637 -1.4878 1.1610
C 1.0882 0.3623 0.3302
C 0.0144 -0.3360 0.3786
C -1.7051 1.0559 -1.6120
O -0.9986 1.8919 -1.9623
Hg 1.3894 2.4258 -1.2479
H 0.3415 -2.4537 0.7284
H -0.1935 -1.4584 2.2240


# 16
13
Properties=species:S:1:pos:R:3 method="wB97M-V/def2-TZVPD" molar_mass_g_mol=383.86 charge=-2 total_energy_ev=-30618.5998 spin_multiplicity=1 de_lowest_kj_mol=4.1
C 1.0291 -0.9538 -0.1714
C 1.3232 1.5359 0.8625
C -0.5189 -0.8557 -0.0478
C -0.9651 0.3770 -0.8918
O 1.7583 0.0837 0.2727
O 1.7480 2.5006 0.3006
O 1.5464 -1.8562 -0.7600
O 0.6735 1.3114 1.8630
O -1.0357 -0.6015 1.2694
I -3.3093 0.2767 -0.8795
I -0.5499 -0.2217 -3.0209
H -0.9440 -1.9678 -0.2602
H -0.7554 0.3715 1.4633


# 17
9
Properties=species:S:1:pos:R:3 method="wB97M-V/def2-TZVPD" molar_mass_g_mol=121.16 charge=+1 total_energy_ev=-24590.8774 spin_multiplicity=1 de_lowest_kj_mol=63.2
C -2.0301 0.0449 0.5035
C -0.8668 -0.7723 0.2719
O -1.7609 -1.4273 0.9283
H -2.7540 0.1640 -0.3048
H -2.1238 0.6974 1.3735
C 0.4322 -0.4537 0.3429
C 1.5057 -0.0543 -0.2013
O 2.5749 0.2618 -0.5996
K 5.0227 1.5396 -2.3144


# 18
8
Properties=species:S:1:pos:R:3 method="wB97M-V/def2-TZVPD" molar_mass_g_mol=78.07 total_energy_ev=-7155.1867 spin_multiplicity=1 de_lowest_kj_mol=359.2
C -0.1849 0.0991 1.2612
C -0.5632 -0.0480 -1.1195
C -1.0523 0.0556 0.0969
C 1.4737 -0.1813 -0.2048
N 1.1789 -0.1058 1.0394
N 0.8672 -0.0061 -1.2840
H -0.5952 0.1401 2.3393
H -1.1242 0.0464 -2.1285


# 19
10
Properties=species:S:1:pos:R:3 method="wB97M-V/def2-TZVPD" molar_mass_g_mol=126.14 smiles="N#CC(C#N)OC=S" total_energy_ev=-20040.6425 spin_multiplicity=1 de_lowest_kj_mol=76.8
N -1.2598 2.2442 -0.4770
C -0.9571 1.1562 -0.2980
C -0.5678 -0.1986 0.2058
C -1.6202 -1.1633 -0.1668
N -2.4624 -1.9129 -0.4630
O 0.7029 -0.6258 -0.3709
C 1.7610 0.0338 0.0367
S 3.2815 -0.3922 -0.3654
H -0.4890 -0.1383 1.3144
H 1.6109 0.9969 0.5842


# 20
10
Properties=species:S:1:pos:R:3 method="wB97M-V/def2-TZVPD" molar_mass_g_mol=126.14 total_energy_ev=-20036.4657 spin_multiplicity=3 de_lowest_kj_mol=102.9 s2=2.036
C 0.9053 -1.4553 -1.4364
C 0.6381 0.0721 -0.0541
C -0.7330 -0.3696 0.0391
C 0.2574 1.0806 0.9422
N 1.4602 -0.4526 -0.9314
N -1.1006 0.7301 0.7894
O 0.7858 1.9215 1.5736
S -0.8762 -1.5954 -1.1419
H 1.1770 -2.0484 -2.2767
H -2.5140 2.1170 2.4963